{"formula": "CH5HgO3", "method": "ωB97M-V with the def2-TZVPD basis set", "multiplicity": 2, "charge": 2, "homo_lumo_gap_ev": [8.580, 6.371], "e_homo_ev": [-21.2, -20.8], "symbols": ["O", "Hg", "O", "H", "O", "H", "C", "H", "H", "H"], "coordinates": [[1.62, 0.29, -0.38], [0.07, -0.80, -0.88], [2.64, -0.51, 0.12], [3.36, -0.38, -0.52], [-1.43, 0.08, -0.04], [1.41, 1.05, 0.29], [-2.75, -0.12, 0.07], [-3.12, -1.05, -0.38], [-3.01, -0.05, 1.16], [-3.28, 0.78, -0.31]]}



{"formula": "CH5INO", "method": "ωB97M-V with the def2-TZVPD basis set", "smiles": "[NH3+][C@H](O)I", "multiplicity": 1, "charge": 1, "homo_lumo_gap_ev": 9.159, "e_homo_ev": -14.2, "de_lowest_ev": 0.764, "symbols": ["C", "N", "O", "I", "H", "H", "H", "H", "H"], "coordinates": [[-0.23, -0.32, 0.32], [0.60, 0.80, -0.23], [0.15, -1.36, -0.47], [-2.51, 0.32, 0.06], [-0.13, -0.49, 1.39], [1.60, 0.71, -0.12], [0.41, 1.68, 0.46], [0.44, 0.77, -1.18], [-0.33, -2.12, -0.23]]}



{"formula": "CH5INO", "method": "ωB97M-V with the def2-TZVPD basis set", "multiplicity": 1, "charge": 1, "homo_lumo_gap_ev": 8.545, "e_homo_ev": -13.2, "de_lowest_ev": 3.350, "symbols": ["C", "N", "O", "I", "H", "H", "H", "H", "H"], "coordinates": [[0.26, -0.71, 0.65], [0.80, 0.90, -0.31], [0.91, -1.54, 0.24], [-3.07, 0.35, 0.37], [-3.08, -1.10, 0.86], [0.84, 1.64, 0.38], [0.07, 1.26, -0.95], [1.61, 0.96, -0.94], [1.66, -1.76, -0.30]]}



{"formula": "CH5INP", "method": "ωB97M-V with the def2-TZVPD basis set", "multiplicity": 1, "homo_lumo_gap_ev": [5.770, 5.767], "e_homo_ev": [-8.0, -8.0], "de_lowest_ev": 1.827, "symbols": ["C", "N", "P", "I", "H", "H", "H", "H", "H"], "coordinates": [[0.31, 1.10, -0.70], [0.66, -1.42, 0.66], [0.32, -0.75, -0.80], [-2.93, -0.19, 0.64], [0.26, 1.43, -1.74], [1.08, 1.58, -0.07], [-0.49, 1.60, -0.19], [0.44, -2.39, 0.74], [0.34, -0.95, 1.46]]}



{"formula": "CH5ISSi", "method": "ωB97M-V with the def2-TZVPD basis set", "multiplicity": 3, "homo_lumo_gap_ev": [6.281, 6.484], "e_homo_ev": [-7.1, -9.4], "de_lowest_ev": 0.088, "symbols": ["C", "Si", "S", "I", "H", "H", "H", "H", "H"], "coordinates": [[0.30, -0.55, -0.80], [0.92, 0.50, 0.47], [-1.71, -1.49, 0.19], [-3.17, 0.30, 0.02], [-0.07, 0.12, -1.60], [0.65, -1.48, -1.24], [0.41, -0.16, 1.73], [0.37, 1.95, 0.47], [2.29, 0.81, 0.76]]}



{"formula": "CH5N2", "method": "ωB97M-V with the def2-TZVPD basis set", "smiles": "NC=[NH2+]", "multiplicity": 1, "charge": 1, "homo_lumo_gap_ev": 12.126, "e_homo_ev": -16.8, "de_lowest_ev": 0.384, "symbols": ["N", "C", "N", "H", "H", "H", "H", "H"], "coordinates": [[-0.03, 0.80, 0.85], [0.28, 0.21, -0.29], [-0.23, -0.97, -0.60], [-0.80, 0.41, 1.38], [0.26, 1.76, 0.94], [1.21, 0.50, -0.77], [0.26, -1.68, -1.13], [-0.88, -1.44, 0.00]]}



{"formula": "CH5N2O", "method": "ωB97M-V with the def2-TZVPD basis set", "smiles": "N/C=[NH+]/O", "multiplicity": 1, "charge": 1, "homo_lumo_gap_ev": 11.279, "e_homo_ev": -15.2, "de_lowest_ev": 2.546, "symbols": ["C", "N", "N", "O", "H", "H", "H", "H", "H"], "coordinates": [[-0.33, -0.44, 0.04], [-1.56, -0.11, 0.06], [0.71, 0.36, -0.06], [1.98, -0.23, 0.00], [0.11, -1.48, -0.08], [-2.33, -0.80, -0.20], [-1.96, 0.86, 0.36], [0.66, 1.47, 0.19], [2.71, 0.38, -0.32]]}



{"formula": "CH5N2O", "method": "ωB97M-V with the def2-TZVPD basis set", "smiles": "C[N+](N)=O", "multiplicity": 1, "charge": 1, "homo_lumo_gap_ev": [9.487, 8.828], "e_homo_ev": [-16.9, -16.4], "de_lowest_ev": 5.554, "symbols": ["C", "N", "N", "O", "H", "H", "H", "H", "H"], "coordinates": [[0.47, 0.97, -0.02], [-0.13, -1.34, -0.04], [-0.41, -0.11, 0.04], [-1.89, 0.26, 0.23], [0.05, 1.73, -0.69], [1.47, 0.68, -0.34], [0.51, 1.48, 0.95], [0.82, -1.67, -0.16], [-0.90, -2.01, 0.03]]}



{"formula": "CH5N2O2", "method": "ωB97M-V with the def2-TZVPD basis set", "multiplicity": 1, "charge": 1, "homo_lumo_gap_ev": 9.838, "e_homo_ev": -15.4, "de_lowest_ev": 2.932, "symbols": ["C", "N", "N", "O", "O", "H", "H", "H", "H", "H"], "coordinates": [[-0.99, 0.33, 0.06], [-0.48, 1.53, 0.07], [1.15, -0.90, -0.10], [-1.86, -0.39, 0.77], [-1.52, -0.65, -0.67], [0.23, 1.80, -0.66], [-0.39, 1.81, 0.99], [1.92, -1.00, 0.55], [1.49, -0.88, -1.00], [0.45, -1.66, -0.02]]}



{"formula": "CH5N2O2PS3", "method": "ωB97M-V with the def2-TZVPD basis set", "smiles": "NC(=O)NOP(=S)(S)S", "multiplicity": 1, "homo_lumo_gap_ev": 9.119, "e_homo_ev": -9.1, "de_lowest_ev": 0.222, "symbols": ["C", "N", "N", "O", "O", "P", "S", "S", "S", "H", "H", "H", "H", "H"], "coordinates": [[-0.05, -1.52, 0.06], [-0.48, -2.76, 0.38], [-0.69, -0.87, -1.05], [0.86, -1.03, 0.66], [-0.22, 0.44, -1.28], [-0.08, 1.59, 0.23], [-1.25, 1.19, 1.67], [-0.45, 3.42, -0.82], [1.96, 1.77, 0.77], [-1.18, -3.23, -0.02], [0.07, -3.14, 1.04], [-1.67, -0.75, -0.98], [0.77, 3.82, -0.35], [2.40, 1.06, -0.30]]}



{"formula": "CH5N2OS", "method": "ωB97M-V with the def2-TZVPD basis set", "multiplicity": 1, "charge": 1, "homo_lumo_gap_ev": 8.998, "e_homo_ev": -13.7, "de_lowest_ev": 1.935, "symbols": ["C", "N", "N", "O", "S", "H", "H", "H", "H", "H"], "coordinates": [[-1.76, 0.18, 0.06], [1.77, -0.17, -0.25], [-0.72, 0.01, 0.74], [-2.03, 0.63, -1.14], [-3.49, 0.30, -0.09], [1.69, 0.19, -1.28], [2.59, 0.07, 0.33], [0.90, 0.04, 0.16], [1.85, -1.15, -0.31], [-0.79, -0.10, 1.78]]}



{"formula": "CH5N2S", "method": "ωB97M-V with the def2-TZVPD basis set", "smiles": "N/C=[NH+]/S", "multiplicity": 1, "charge": 1, "homo_lumo_gap_ev": 10.000, "e_homo_ev": -14.1, "de_lowest_ev": 0.894, "symbols": ["C", "N", "N", "S", "H", "H", "H", "H", "H"], "coordinates": [[-0.17, -0.34, -0.32], [0.81, -1.09, -0.80], [0.05, 0.53, 0.61], [-0.89, 1.77, 1.38], [-1.21, -0.67, -0.64], [0.69, -1.81, -1.48], [1.67, -0.69, -0.60], [1.07, 0.77, 0.90], [-2.02, 1.53, 0.95]]}



{"formula": "CH5N2S2", "method": "ωB97M-V with the def2-TZVPD basis set", "smiles": "NC(=[NH2+])SS", "multiplicity": 1, "charge": 1, "homo_lumo_gap_ev": 9.944, "e_homo_ev": -14.4, "de_lowest_ev": 1.835, "symbols": ["C", "N", "N", "S", "S", "H", "H", "H", "H", "H"], "coordinates": [[0.05, -0.33, 0.10], [0.85, -1.39, 0.28], [0.60, 0.82, 0.02], [-2.13, 1.00, 0.32], [-1.57, -0.67, -0.30], [0.29, -2.26, 0.40], [1.74, -1.59, -0.25], [0.01, 1.68, 0.15], [-1.50, 1.96, -0.82], [1.67, 0.78, 0.12]]}



{"formula": "CH5N3O", "method": "ωB97M-V with the def2-TZVPD basis set", "smiles": "N/N=C/NO", "multiplicity": 1, "homo_lumo_gap_ev": 9.367, "e_homo_ev": -8.3, "de_lowest_ev": 3.013, "symbols": ["C", "H", "H", "H", "H", "H", "N", "N", "N", "O"], "coordinates": [[-0.08, 0.48, 0.02], [2.48, -1.13, -0.28], [2.40, 0.51, -0.38], [0.37, 1.51, 0.05], [-2.07, 1.08, -0.38], [-2.26, -1.14, 0.84], [2.02, -0.33, 0.12], [0.63, -0.55, 0.02], [-1.50, 0.42, 0.14], [-1.98, -0.85, -0.14]]}



{"formula": "CH5N3O", "method": "ωB97M-V with the def2-TZVPD basis set", "multiplicity": 1, "homo_lumo_gap_ev": 9.581, "e_homo_ev": -8.7, "de_lowest_ev": 3.772, "symbols": ["C", "N", "N", "N", "O", "H", "H", "H", "H", "H"], "coordinates": [[0.46, 1.61, 0.41], [0.60, 0.03, -0.88], [-0.11, -0.71, -0.24], [-0.58, -1.84, -0.75], [0.09, 0.93, 1.49], [-0.24, 2.14, -0.16], [1.37, 2.09, 0.58], [-0.33, -2.14, -1.66], [-1.19, -2.18, 0.01], [-0.08, 0.06, 1.20]]}



{"formula": "CH5N3O", "method": "ωB97M-V with the def2-TZVPD basis set", "smiles": "[H]/N=N\\O.C=N", "multiplicity": 1, "homo_lumo_gap_ev": 9.871, "e_homo_ev": -9.0, "de_lowest_ev": 3.526, "symbols": ["C", "N", "N", "N", "O", "H", "H", "H", "H", "H"], "coordinates": [[-0.35, -1.18, 1.76], [1.34, 1.76, -2.24], [-1.01, -0.47, 1.05], [0.98, 1.36, -1.20], [0.11, 0.28, -1.27], [0.56, -1.55, 1.31], [-0.74, -1.66, 2.71], [1.10, 1.41, -3.19], [-1.88, 0.08, 1.38], [-0.12, -0.04, -0.31]]}



{"formula": "CH5N3O2", "method": "ωB97M-V with the def2-TZVPD basis set", "smiles": "CNN[N+](=O)[O-]", "multiplicity": 1, "homo_lumo_gap_ev": 9.263, "e_homo_ev": -8.7, "de_lowest_ev": 7.532, "symbols": ["C", "N", "N", "N", "O", "O", "H", "H", "H", "H", "H"], "coordinates": [[-0.74, 0.58, -0.65], [-0.35, -0.66, 0.07], [1.57, -1.77, -1.32], [1.00, -0.77, -0.07], [2.55, -2.61, -1.47], [0.79, -1.61, -2.16], [-0.14, 1.24, -0.12], [-0.55, 0.30, -1.72], [-1.82, 1.00, -0.58], [-0.61, -1.59, 0.43], [1.03, 0.39, -0.60]]}



{"formula": "CH5N3OP", "method": "ωB97M-V with the def2-TZVPD basis set", "multiplicity": 1, "charge": 1, "homo_lumo_gap_ev": 7.207, "e_homo_ev": -13.8, "de_lowest_ev": 2.070, "symbols": ["C", "N", "N", "N", "O", "P", "H", "H", "H", "H", "H"], "coordinates": [[0.58, -0.06, 0.18], [1.61, 0.75, -0.21], [0.77, -1.34, 0.16], [-0.54, 0.49, 0.51], [-3.86, 0.70, -0.30], [-3.07, -0.41, 0.11], [2.14, 0.27, -0.87], [1.47, 1.67, -0.22], [1.65, -1.68, -0.21], [-0.13, -1.86, 0.24], [-0.61, 1.48, 0.60]]}



{"formula": "CH5N3S2", "method": "ωB97M-V with the def2-TZVPD basis set", "multiplicity": 1, "homo_lumo_gap_ev": [8.078, 8.076], "e_homo_ev": [-8.7, -8.7], "de_lowest_ev": 2.292, "symbols": ["C", "N", "N", "N", "S", "S", "H", "H", "H", "H", "H"], "coordinates": [[-0.25, -1.78, 0.56], [1.25, 1.90, -0.25], [-0.61, -2.96, 0.43], [0.69, 1.84, 0.90], [-1.45, 2.02, -1.42], [0.46, 1.84, -1.58], [0.91, -1.74, 0.35], [-0.90, -0.90, 0.87], [-1.53, -3.36, 0.39], [1.16, 2.06, 1.72], [-0.21, 2.18, 0.93]]}



{"formula": "CH5N4O2", "method": "ωB97M-V with the def2-TZVPD basis set", "multiplicity": 1, "charge": 1, "homo_lumo_gap_ev": [8.315, 7.635], "e_homo_ev": [-14.8, -14.5], "de_lowest_ev": 4.201, "symbols": ["C", "N", "N", "N", "N", "O", "O", "H", "H", "H", "H", "H"], "coordinates": [[-1.66, -0.04, 0.01], [-1.82, -1.35, -0.23], [2.32, 0.86, -0.24], [-0.55, 0.71, 0.29], [1.51, -0.03, 0.21], [-2.47, 0.91, 0.05], [1.76, -1.18, 0.32], [-1.02, -2.08, -0.35], [-2.88, -1.68, -0.19], [1.98, 1.78, -0.31], [3.38, 0.72, -0.59], [-0.55, 1.37, 1.04]]}



| no. | E (Eh) |
| --- | --- |
| 1 | -419.1862 |
| 2 | -468.4826 |
| 3 | -468.3876 |
| 4 | -734.8615 |
| 5 | -1026.3118 |
| 6 | -150.3637 |
| 7 | -225.5135 |
| 8 | -225.4030 |
| 9 | -300.6596 |
| 10 | -1837.0097 |
| 11 | -623.7107 |
| 12 | -548.5047 |
| 13 | -946.6833 |
| 14 | -280.4938 |
| 15 | -280.4659 |
| 16 | -280.4749 |
| 17 | -355.5474 |
| 18 | -621.6842 |
| 19 | -1001.6330 |
| 20 | -410.1386 |